Run w
An isolated molecule of C2HNO, computed with ωB97M-V/def2-TZVPD.

Calculated values
net charge = 0
SMILES string = C#CN=O
HOMO = -10.36 eV

Last column: Mulliken charge in e.
Positions of all 5 atoms, in Å:
C (-0.36668, -0.05799, -0.00292)  -0.37
C (-1.56554, -0.10034, 0.02416)  -0.05
N (-3.16706, 0.45945, -0.00289)  0.21
O (-3.98379, -0.37779, -0.00762)  -0.17
H (0.68098, -0.15565, -0.01710)  0.38

---

Run x
A 2-piece molecular cluster, C2HNO overall, computed with ωB97M-V/def2-TZVPD.

Calculated values
net charge = 0
HOMO = -11.01 eV

Last column: Mulliken charge in e.
Positions of all 5 atoms, in Å:
C (-0.30320, -0.48025, 0.66941)  0.30
C (0.44400, 0.30172, -0.29348)  0.07
N (-1.01461, -0.97411, 1.43292)  -0.25
O (1.61521, 0.44539, -0.45396)  -0.31
H (-0.74139, 0.70723, -1.35488)  0.19

---

Run y
A 2-piece molecular cluster, C2HNO overall, computed with ωB97M-V/def2-TZVPD.

Calculated values
net charge = 0
HOMO = -11.87 eV

Last column: Mulliken charge in e.
Positions of all 5 atoms, in Å:
C (-0.40313, 1.03087, 0.20238)  0.13
C (0.16504, -1.19549, -0.36919)  0.05
N (0.15347, 1.86280, -0.27413)  -0.34
O (0.86221, -2.02698, -0.47511)  -0.11
H (-0.77759, 0.32880, 0.91604)  0.27

---

Winner for stability: run y

---

Run w
C2HNO as an isolated structure, computed with ωB97M-V/def2-TZVPD.

Calculated values
net charge = 0
HOMO = -10.08 eV

Last column: Mulliken charge in e.
Positions of all 5 atoms, in Å:
O (-0.49814, -0.44370, -0.41777)  -0.19
C (-0.63456, 0.43164, 0.58496)  -0.31
C (0.83846, -0.33036, -0.39072)  0.63
N (1.98925, -0.30829, -0.50159)  -0.35
H (-1.69500, 0.65071, 0.72513)  0.21

---

Run x
An isolated molecule of C2HNO, computed with ωB97M-V/def2-TZVPD.

Calculated values
net charge = 0
SMILES string = N#CC=O
HOMO = -11.74 eV

Last column: Mulliken charge in e.
Positions of all 5 atoms, in Å:
N (1.97598, 0.04309, 0.46506)  -0.26
C (0.85134, 0.00997, 0.19628)  0.24
C (-0.58743, -0.00777, -0.13746)  0.10
O (-1.15601, -1.01938, -0.44981)  -0.37
H (-1.08388, 0.97408, -0.07406)  0.29

---

Winner for stability: run x

---

Run w
A 2-piece molecular cluster, C2HNO overall, computed with ωB97M-V/def2-TZVPD.

Calculated values
net charge = 0
HOMO = -12.77 eV

Last column: Mulliken charge in e.
Positions of all 5 atoms, in Å:
C (1.56195, -0.04548, -0.05332)  0.14
C (-1.88171, 0.10976, 0.35888)  0.14
N (2.46272, -0.74010, -0.01414)  -0.31
O (-2.85147, 0.09269, -0.21522)  -0.15
H (0.70851, 0.58312, -0.07620)  0.18

---

Run x
A 2-piece molecular cluster, C2HNO overall, computed with ωB97M-V/def2-TZVPD.

Calculated values
net charge = 0
HOMO = -12.70 eV

Last column: Mulliken charge in e.
Positions of all 5 atoms, in Å:
O (-1.36013, -1.32829, -0.84720)  -0.11
C (-1.57808, -0.23806, -0.63196)  0.06
C (0.93935, 0.56267, 0.51477)  0.15
N (1.99108, 0.18612, 0.80368)  -0.33
H (-0.05012, 0.88674, 0.23542)  0.24

---

Winner for stability: run w

---

Run w
A 2-piece molecular cluster, C7H14S overall, computed with ωB97M-V/def2-TZVPD.

Calculated values
net charge = 0
HOMO = -7.66 eV

Last column: Mulliken charge in e.
Positions of all 22 atoms, in Å:
C (1.01599, 0.49458, 1.44750)  -0.83
C (0.85972, -0.75811, 0.60586)  0.21
C (-0.20673, 0.27023, 0.64985)  1.00
C (0.71027, -2.13329, 1.20912)  -1.64
C (-1.60445, 0.15000, 1.12219)  -1.48
C (0.53809, 0.62034, -2.35816)  -1.26
C (-0.13202, 1.42827, -1.30210)  -0.09
S (-1.80645, 1.90146, -1.61326)  -0.18
H (0.93712, 0.40999, 2.52530)  0.28
H (1.74249, 1.22991, 1.13151)  0.22
H (1.46743, -0.77909, -0.29083)  0.22
H (1.68458, -2.61809, 1.27551)  0.41
H (0.06883, -2.75296, 0.58278)  0.33
H (0.28250, -2.08846, 2.20904)  0.31
H (-1.67459, -0.62891, 1.88382)  0.38
H (-2.26855, -0.12231, 0.30411)  0.31
H (-1.95054, 1.08941, 1.55018)  0.30
H (1.57776, 0.43800, -2.09191)  0.33
H (0.52793, 1.16615, -3.30468)  0.36
H (0.03309, -0.33243, -2.50930)  0.36
H (0.40952, 2.29088, -0.94043)  0.34
H (-2.21198, 0.72444, -2.08609)  0.11

---

Run x
An isolated molecule of C7H14S, computed with ωB97M-V/def2-TZVPD.

Calculated values
net charge = 0
HOMO = -7.76 eV

Last column: Mulliken charge in e.
Positions of all 22 atoms, in Å:
C (-1.51035, 1.59722, -0.17244)  -0.74
C (0.35160, 0.54787, -0.10328)  0.52
C (-0.43843, -0.72808, 0.04198)  1.58
C (1.08289, 0.97400, 1.16624)  -1.59
C (1.11643, 0.98031, -1.33808)  -2.01
C (-0.48173, -1.42334, 1.38607)  -1.67
C (-0.21890, -1.76250, -1.03594)  -1.69
S (-2.20159, -0.03804, -0.36801)  -0.14
H (-1.56824, 1.88075, 0.86205)  0.33
H (-1.69098, 2.16721, -1.05727)  0.39
H (2.05676, 0.42254, 1.31401)  0.35
H (0.43022, 0.99018, 2.03591)  0.34
H (1.48209, 2.00401, 1.23324)  0.41
H (0.68991, 0.50226, -2.07194)  0.60
H (2.14928, 0.76771, -1.29887)  0.44
H (1.11324, 2.04676, -1.52680)  0.38
H (-1.11184, -2.28794, 1.29491)  0.43
H (-0.90318, -0.69751, 2.11425)  0.37
H (0.36981, -1.81842, 1.76830)  0.44
H (0.66120, -2.35765, -1.02998)  0.39
H (-0.27761, -1.36672, -2.08628)  0.41
H (-1.10059, -2.40064, -1.12811)  0.44

---

Winner for stability: run w

---

Run w
A 20-piece molecular cluster, H39O20 overall, computed with ωB97M-V/def2-TZVPD.

Calculated values
net charge = -1
HOMO = -6.86 eV

Last column: Mulliken charge in e.
Positions of all 59 atoms, in Å:
O (2.25783, 2.24583, -2.05198)  -0.62
H (-0.71519, 1.62208, 1.79477)  0.40
O (-5.83568, -0.38319, -1.04203)  -0.62
H (-5.24588, -0.35564, -0.29001)  0.31
H (-5.87678, 0.49078, -1.41865)  0.30
O (4.25899, -0.41261, -2.25288)  -0.61
H (-1.20333, -0.89225, -2.49880)  0.33
H (3.61531, 0.29796, -2.22966)  0.32
O (1.15374, 1.63923, 4.10646)  -0.63
H (1.22300, 1.36536, 5.02000)  0.27
H (-0.24690, 0.70710, -1.13907)  0.17
O (-0.46729, 0.01928, -0.52775)  -0.77
H (3.72712, -2.91308, -2.39635)  0.29
H (4.53435, -0.75495, -1.40684)  0.32
O (-1.99959, -4.01538, -3.68209)  -0.60
H (1.71712, 2.20028, -1.27119)  0.26
H (3.07317, 2.62706, -1.71890)  0.33
O (4.03351, -0.08557, 0.63956)  -0.65
H (1.08038, -2.16760, 2.23522)  0.41
H (4.14036, -1.01534, 0.86516)  0.37
O (-4.18536, 1.80869, 1.41249)  -0.63
H (3.13736, 0.12732, 0.89789)  0.21
H (-0.34529, -2.52755, -0.19524)  0.37
O (-1.47136, -0.50445, 3.44535)  -0.56
H (-1.54845, -0.76005, 2.50615)  0.25
H (-2.42951, -0.32656, 3.43283)  0.32
O (-1.02999, 2.00031, 0.95314)  -0.73
H (-1.07502, 1.02345, 0.62143)  0.11
H (-1.55679, -3.21474, -0.75038)  0.35
O (2.89770, -3.17173, -2.80601)  -0.65
H (0.97917, 0.88429, 3.54507)  0.34
H (2.75457, -2.52485, -3.49117)  0.32
O (2.33013, 3.52888, 1.98201)  -0.64
H (0.51965, -1.12981, -0.53268)  -0.04
H (-2.45447, -3.60344, -2.95763)  0.29
O (1.01405, -3.05776, 5.07463)  -0.65
H (1.61994, -3.44851, 4.44842)  0.32
H (-4.45325, 2.73039, 1.39555)  0.26
O (-0.67947, -1.55194, -2.98411)  -0.74
H (-3.31325, 1.82074, 1.00524)  0.38
H (-0.24633, -1.88237, -2.18597)  0.33
O (-1.26035, 2.95315, -2.20470)  -0.58
H (-0.42674, 3.36346, -2.46840)  0.30
H (-1.48437, 2.51132, -3.03733)  0.29
O (-3.98225, 1.53285, -1.15589)  -0.48
H (-3.08315, 1.41677, -1.47421)  0.22
H (1.86413, 3.56942, 1.14043)  0.38
O (1.39978, -1.64149, -0.32643)  -0.51
H (-4.32770, 2.28691, -1.64407)  0.28
H (1.60654, -1.98166, -1.20354)  0.47
O (-0.61612, -3.36792, -0.60944)  -0.59
H (-1.18589, -3.57501, -3.92263)  0.32
H (2.31746, 2.59221, 2.19846)  0.28
O (0.49879, 3.67540, -0.50286)  -0.68
H (0.30370, 2.76866, -0.23236)  0.37
H (-0.01051, 4.26120, 0.06113)  0.26
O (1.72968, -1.52599, 2.56475)  -0.58
H (1.57062, -0.97217, 1.78745)  0.10
H (0.67425, -2.34161, 4.51905)  0.34

---

Run x
A 20-piece molecular cluster, H39O20 overall, computed with ωB97M-V/def2-TZVPD.

Calculated values
net charge = -1
HOMO = -6.65 eV

Last column: Mulliken charge in e.
Positions of all 59 atoms, in Å:
O (-0.82542, -0.18466, -2.75655)  -0.49
H (1.52516, 0.87956, 0.97516)  0.43
O (1.85734, 4.17788, 3.28311)  -0.66
H (1.64500, 3.48146, 2.61466)  0.35
H (2.68412, 3.96334, 3.80705)  0.31
O (-3.51396, -3.10156, -2.75282)  -0.63
H (-1.68628, 1.80208, -0.22796)  0.12
H (-2.94738, -2.68535, -1.98332)  0.38
O (2.39200, -2.12572, -0.28784)  -0.47
H (3.10980, -1.62906, -0.52347)  0.27
H (0.41076, 1.35191, -0.61423)  0.42
O (0.17283, 1.61321, 0.14891)  -0.97
H (-4.19303, -0.27078, -0.81915)  0.25
H (-4.38091, -3.05816, -2.71336)  0.24
O (-2.88619, 2.15877, 2.05128)  -0.62
H (-1.20711, -0.00581, -3.62299)  0.24
H (-1.36094, 0.36101, -2.12302)  0.36
O (-1.92293, -4.70607, -0.06083)  -0.55
H (-0.87210, -2.35783, 1.71740)  0.25
H (-2.18977, -5.52690, -0.02928)  0.23
O (4.07450, 3.25326, 1.17887)  -0.64
H (-1.35876, -4.73662, -0.93925)  0.32
H (-3.03707, -0.47909, 2.70857)  0.29
O (2.95851, -1.67375, 2.54082)  -0.66
H (2.27139, -1.45567, 3.29460)  0.34
H (2.78484, -2.66423, 2.47904)  0.36
O (2.37674, 0.66436, 1.15384)  -0.57
H (2.21708, -0.43848, 1.38667)  0.26
H (-1.66251, -0.25457, 3.57876)  0.33
O (-4.30446, -1.26859, -0.76072)  -0.57
H (1.78454, -2.12234, -1.15358)  0.24
H (-5.10817, -1.58303, -0.52935)  0.22
O (1.98465, -2.23957, -3.65022)  -0.63
H (-0.98072, 0.08578, 0.13947)  0.04
H (-2.13161, 1.78750, 1.56197)  0.34
O (1.92034, -4.15866, 2.58632)  -0.72
H (1.53410, -3.46040, 1.99445)  0.41
H (3.63395, 3.57613, 0.33501)  0.31
O (-2.31472, 1.31955, -1.06647)  -0.57
H (3.60083, 2.36331, 1.35482)  0.32
H (-2.41295, 1.96657, -1.72092)  0.21
O (0.94235, 4.95552, -3.69073)  -0.67
H (0.41821, 4.33374, -4.26773)  0.30
H (0.89154, 4.81850, -2.76308)  0.33
O (0.66050, 4.20172, -0.30261)  -0.63
H (0.21906, 4.14710, 0.62980)  0.31
H (1.00957, -2.42027, -3.41624)  0.33
O (-1.68323, -0.69624, 0.42567)  -0.14
H (1.03003, 3.18753, -0.14722)  0.18
H (-2.21338, -1.00783, -0.36256)  0.08
O (-2.62746, -0.74015, 3.59958)  -0.66
H (-2.96420, 3.01011, 1.77359)  0.26
H (2.29541, -1.58776, -3.09031)  0.25
O (1.87274, 1.26578, -2.32143)  -0.56
H (2.15662, 1.86251, -1.59334)  0.28
H (2.57700, 0.57807, -2.47409)  0.26
O (0.07262, -2.21386, 1.62994)  -0.52
H (0.39027, -1.57476, 0.92501)  0.25
H (1.31086, -4.73847, 2.89033)  0.27

---

Winner for stability: run w